A structure of composition C56H77AsBN9PRbS4, computed with ωB97M-V/def2-TZVPD.

Atoms and positions in Å:
Rb -0.618 -0.077 -0.130
C 6.868 -0.154 1.580
C 5.625 0.138 2.434
C 6.029 0.821 3.741
C 4.965 -1.206 2.733
N 4.743 1.076 1.681
C 5.298 2.068 0.873
C 4.287 2.741 0.311
N 3.104 2.207 0.784
B 1.717 2.638 0.269
N 1.304 3.943 1.013
C 2.126 4.661 1.869
C 1.359 5.496 2.584
N 0.039 5.302 2.184
C 0.020 4.345 1.201
S -1.297 3.831 0.263
C -1.137 5.893 2.884
C -1.905 6.797 1.918
C -2.032 4.778 3.431
C -0.652 6.727 4.067
N 1.858 2.897 -1.261
C 1.558 4.058 -1.935
C 1.749 3.838 -3.247
N 2.164 2.517 -3.398
C 2.220 1.934 -2.151
S 2.701 0.362 -1.728
C 2.479 1.885 -4.712
C 3.963 1.511 -4.761
C 1.588 0.664 -4.948
C 2.205 2.895 -5.826
C 3.375 1.198 1.649
S 2.201 0.360 2.537
H 7.414 -0.985 2.025
H 6.578 -0.432 0.566
H 7.551 0.695 1.531
H 6.744 0.197 4.283
H 6.493 1.789 3.543
H 5.151 0.976 4.372
H 5.719 -1.853 3.188
H 4.125 -1.106 3.410
H 4.608 -1.675 1.813
H 6.355 2.195 0.739
H 4.305 3.547 -0.405
H 0.897 1.804 0.463
H 3.191 4.516 1.899
H 1.647 6.216 3.326
H -2.265 6.220 1.068
H -2.759 7.240 2.435
H -1.261 7.602 1.556
H -2.463 4.186 2.628
H -1.455 4.115 4.081
H -2.844 5.221 4.012
H -0.080 7.602 3.750
H -1.527 7.080 4.612
H -0.049 6.131 4.754
H 1.228 4.947 -1.424
H 1.639 4.516 -4.072
H 4.200 0.772 -3.999
H 4.203 1.099 -5.744
H 4.578 2.398 -4.594
H 1.826 -0.130 -4.244
H 0.537 0.930 -4.823
H 1.745 0.300 -5.966
H 2.826 3.788 -5.725
H 2.451 2.424 -6.777
H 1.152 3.186 -5.856
C 1.502 -2.948 -1.215
C 0.343 -3.789 -1.760
N -0.943 -3.123 -1.570
C -2.027 -3.966 -1.103
C -1.854 -4.369 0.367
S -1.621 -2.939 1.465
C 0.038 -3.201 2.175
C 1.184 -3.429 1.185
N 1.215 -2.444 0.120
H 2.422 -3.550 -1.267
H 1.644 -2.081 -1.862
H 0.542 -4.019 -2.812
H 0.313 -4.751 -1.242
H -1.212 -2.613 -2.399
H -2.959 -3.401 -1.201
H -2.141 -4.889 -1.690
H -2.737 -4.913 0.702
H -0.992 -5.023 0.497
H 0.219 -2.281 2.734
H -0.014 -4.027 2.886
H 2.109 -3.432 1.773
H 1.096 -4.427 0.753
H 1.840 -1.678 0.348
C -4.938 -1.304 0.132
C -6.404 -0.985 0.373
As -7.632 -2.528 0.136
C -9.267 -1.453 0.149
C -9.413 -0.243 -0.530
C -10.588 0.488 -0.429
C -11.634 0.023 0.358
C -11.501 -1.177 1.041
C -10.324 -1.908 0.934
C -7.352 -2.818 -1.784
C -6.238 -3.582 -2.141
C -5.955 -3.856 -3.472
C -6.799 -3.389 -4.470
C -7.928 -2.659 -4.126
C -8.203 -2.375 -2.793
P -3.822 0.156 -0.227
C -4.363 1.318 1.077
C -4.352 0.811 2.380
C -4.719 1.606 3.454
C -5.085 2.930 3.245
C -5.044 3.457 1.964
C -4.676 2.660 0.887
C -4.643 0.663 -1.793
C -5.816 1.405 -1.933
C -6.418 1.554 -3.177
C -5.866 0.955 -4.299
C -4.701 0.212 -4.177
C -4.094 0.076 -2.937
H -4.819 -1.935 -0.752
H -4.506 -1.851 0.974
H -6.744 -0.205 -0.306
H -6.566 -0.628 1.390
H -8.608 0.138 -1.149
H -10.688 1.425 -0.965
H -12.549 0.597 0.439
H -12.311 -1.543 1.659
H -10.221 -2.845 1.469
H -5.597 -3.990 -1.366
H -5.084 -4.448 -3.729
H -6.584 -3.603 -5.510
H -8.602 -2.308 -4.899
H -9.098 -1.820 -2.546
H -4.055 -0.219 2.551
H -4.716 1.192 4.456
H -5.379 3.551 4.082
H -5.282 4.501 1.801
H -4.605 3.105 -0.097
H -6.288 1.856 -1.070
H -7.332 2.129 -3.263
H -6.344 1.067 -5.265
H -4.263 -0.264 -5.046
H -3.176 -0.494 -2.848
C -3.093 4.012 -3.440
C -1.591 3.797 -3.221
C -1.281 2.411 -2.873
N -1.062 1.310 -2.620
H -3.271 5.034 -3.774
H -3.639 3.853 -2.511
H -3.490 3.325 -4.185
H -1.229 4.414 -2.397
H -1.021 4.058 -4.112

Summary:
spin multiplicity	1
total charge	0
energy relative to the best compared isomer or geometry (same formula, charge and spin)	12.8	kJ/mol
highest occupied orbital energy	-6.760	eV

Atom charges from the Mulliken analysis, given in e for atoms 1 to 99: number 1, Rb, carries 0.452; number 2, C, carries -1.833; number 3, C, carries 1.254; number 4, C, carries -1.661; number 5, C, carries -1.868; number 6, N, carries 0.447; number 7, C, carries -0.478; number 8, C, carries -1.265; number 9, N, carries 0.703; number 10, B, carries 1.193; number 11, N, carries 0.339; number 12, C, carries -1.030; number 13, C, carries -0.619; number 14, N, carries 0.532; number 15, C, carries -0.400; number 16, S, carries 0.046; number 17, C, carries 1.530; number 18, C, carries -1.657; number 19, C, carries -1.238; number 20, C, carries -2.290; number 21, N, carries 0.634; number 22, C, carries -1.153; number 23, C, carries -0.655; number 24, N, carries 0.716; number 25, C, carries -0.070; number 26, S, carries -0.402; number 27, C, carries 1.103; number 28, C, carries -1.686; number 29, C, carries -1.298; number 30, C, carries -2.058; number 31, C, carries 0.132; number 32, S, carries -0.451; number 33, H, carries 0.463; number 34, H, carries 0.389; number 35, H, carries 0.440; number 36, H, carries 0.432; number 37, H, carries 0.376; number 38, H, carries 0.340; number 39, H, carries 0.585; number 40, H, carries 0.418; number 41, H, carries 0.331; number 42, H, carries 0.591; number 43, H, carries 0.639; number 44, H, carries -0.935; number 45, H, carries 0.552; number 46, H, carries 0.530; number 47, H, carries 0.207; number 48, H, carries 0.477; number 49, H, carries 0.413; number 50, H, carries -0.158; number 51, H, carries 0.389; number 52, H, carries 0.575; number 53, H, carries 0.465; number 54, H, carries 0.433; number 55, H, carries 0.514; number 56, H, carries 0.623; number 57, H, carries 0.548; number 58, H, carries 0.291; number 59, H, carries 0.479; number 60, H, carries 0.380; number 61, H, carries 0.201; number 62, H, carries 0.213; number 63, H, carries 0.515; number 64, H, carries 0.471; number 65, H, carries 0.469; number 66, H, carries 0.364; number 67, C, carries -0.032; number 68, C, carries -1.143; number 69, N, carries 0.555; number 70, C, carries -0.255; number 71, C, carries -0.945; number 72, S, carries 0.034; number 73, C, carries -0.649; number 74, C, carries -1.023; number 75, N, carries 0.837; number 76, H, carries 0.238; number 77, H, carries -0.359; number 78, H, carries 0.456; number 79, H, carries 0.329; number 80, H, carries 0.157; number 81, H, carries -0.273; number 82, H, carries 0.266; number 83, H, carries 0.594; number 84, H, carries 0.427; number 85, H, carries 0.222; number 86, H, carries 0.486; number 87, H, carries 0.321; number 88, H, carries 0.435; number 89, H, carries -0.334; number 90, C, carries -0.399; number 91, C, carries 0.291; number 92, As, carries 0.169; number 93, C, carries 0.108; number 94, C, carries 0.454; number 95, C, carries -0.805; number 96, C, carries -0.481; number 97, C, carries -0.581; number 98, C, carries -0.683; number 99, C, carries 0.229